# C43H38Cl5F10N8O2Tl

A molecular structure, C43H38Cl5F10N8O2Tl (ωB97M-V/def2-TZVPD, the Open Molecules 2025 dataset).

As for the net charge: -2. For the highest occupied orbital energy, the calculation gives -1.7 eV. For the frontier orbital gap, the calculation gives 5.44 eV. Its calculated total energy is -155700.8801 eV.

Cartesian coordinates (Å):
Tl1 0.525 0.039 0.597
C1 3.436 2.082 1.396
N1 2.222 2.251 0.602
C2 1.268 3.026 1.391
C3 -0.070 3.162 0.708
N2 -0.809 1.904 0.586
C4 -1.900 1.996 -0.233
C5 -2.814 0.918 -0.307
F1 -2.555 -0.178 0.425
C6 -3.935 0.857 -1.099
F2 -4.698 -0.255 -1.085
C7 -4.288 1.928 -1.898
F3 -5.387 1.893 -2.681
C8 -3.465 3.030 -1.857
F4 -3.765 4.100 -2.620
C9 -2.324 3.071 -1.068
F5 -1.654 4.243 -1.200
C10 2.638 2.927 -0.647
C11 1.689 3.133 -1.851
N3 0.695 2.110 -2.034
C12 -0.053 2.189 -3.116
C13 -0.097 3.190 -4.139
F6 0.664 4.321 -4.042
C14 -0.905 3.124 -5.259
F7 -0.851 4.127 -6.168
C15 -1.769 2.071 -5.477
F8 -2.541 1.999 -6.593
C16 -1.795 1.073 -4.510
F9 -2.624 0.019 -4.676
C17 -0.996 1.141 -3.396
F10 -1.101 0.118 -2.519
H1 4.111 1.372 0.921
H2 3.189 1.715 2.391
H3 3.964 3.044 1.505
H4 1.138 2.518 2.342
H5 1.679 4.030 1.605
H6 -0.666 3.884 1.289
H7 0.113 3.618 -0.253
H8 2.997 3.934 -0.356
H9 3.512 2.381 -0.996
H10 1.246 4.137 -1.765
H11 2.375 3.199 -2.711
N4 -1.625 -2.362 0.332
N5 -1.299 -3.704 0.742
C18 -0.051 -3.781 1.456
O1 0.523 -4.875 1.413
O2 0.262 -2.728 2.068
H12 -1.910 -1.875 1.179
H13 -2.460 -2.411 -0.247
H14 -1.284 -4.324 -0.059
C19 -4.925 -0.364 3.679
N6 -3.526 0.006 3.698
C20 -3.261 1.328 3.163
C21 -2.551 -0.980 3.586
N7 -1.519 -0.818 2.861
N8 -2.811 -2.111 4.375
C22 -1.994 -3.284 4.133
C23 -3.110 -1.907 5.778
H15 -5.349 -0.225 2.676
H16 -5.497 0.259 4.375
H17 -5.049 -1.405 3.962
H18 -3.417 2.087 3.937
H19 -3.940 1.550 2.334
H20 -2.244 1.388 2.779
H21 -0.843 -1.574 2.979
H22 -0.989 -3.193 4.567
H23 -1.888 -3.468 3.066
H24 -2.488 -4.148 4.583
H25 -3.593 -0.947 5.931
H26 -2.193 -1.929 6.384
H27 -3.772 -2.700 6.140
Cl1 -0.106 1.631 3.986
C24 1.127 0.393 3.944
C25 1.486 -0.241 2.755
C26 2.510 -1.187 2.897
Cl2 3.041 -2.140 1.556
C27 3.147 -1.461 4.106
Cl3 4.420 -2.626 4.213
C28 2.748 -0.802 5.262
Cl4 3.509 -1.144 6.776
C29 1.723 0.125 5.182
Cl5 1.206 0.920 6.633
C30 1.957 -4.485 -4.985
C31 2.920 -4.082 -4.069
C32 2.569 -3.299 -2.981
C33 1.248 -2.900 -2.788
C34 0.284 -3.334 -3.698
C35 0.634 -4.110 -4.793
C36 0.823 -2.066 -1.644
C37 1.433 -0.974 -1.194
C38 2.558 -0.361 -1.951
C39 2.336 -0.040 -3.296
C40 3.334 0.501 -4.084
C41 4.600 0.730 -3.552
C42 4.837 0.421 -2.224
C43 3.823 -0.107 -1.431
H28 2.234 -5.092 -5.838
H29 3.953 -4.382 -4.201
H30 3.320 -2.992 -2.265
H31 -0.746 -3.032 -3.552
H32 -0.127 -4.420 -5.498
H33 -0.092 -2.372 -1.155
H34 1.351 -0.196 -3.714
H35 3.118 0.757 -5.114
H36 5.385 1.155 -4.166
H37 5.812 0.601 -1.787
H38 4.026 -0.335 -0.398